Record 1
A cluster of 7 separate species, C7H28O7 in total. Source: OMol25; level of theory: ωB97M-V with the def2-TZVPD basis set.

Geometry (Å):
C  -1.374  -1.473  3.576
O  -0.991  -2.821  3.789
H  -2.205  -1.177  4.228
H  -0.531  -0.806  3.773
H  -1.704  -1.345  2.549
H  -0.540  -2.881  4.634
C  4.558  1.199  -0.002
O  3.523  2.127  -0.236
H  4.990  1.331  0.998
H  4.212  0.163  -0.086
H  5.359  1.330  -0.729
H  2.713  1.765  0.153
C  -0.227  -4.179  -1.300
O  0.067  -2.797  -1.164
H  0.544  -4.674  -1.901
H  -0.317  -4.715  -0.352
H  -1.175  -4.278  -1.824
H  0.913  -2.736  -0.712
C  -2.694  2.215  -1.566
O  -3.394  1.120  -2.151
H  -2.680  2.140  -0.473
H  -1.653  2.203  -1.901
H  -3.196  3.130  -1.858
H  -2.972  0.303  -1.872
C  0.281  0.218  0.136
O  1.109  1.162  0.815
H  0.053  -0.615  0.804
H  -0.632  0.698  -0.223
H  0.866  -0.140  -0.708
H  0.643  1.484  1.600
C  0.443  -0.282  -4.327
O  1.404  0.302  -5.193
H  -0.530  0.214  -4.388
H  0.289  -1.338  -4.569
H  0.843  -0.212  -3.319
H  1.267  -0.010  -6.090
C  -1.550  2.313  3.182
O  -0.181  1.925  3.167
H  -2.186  1.476  3.470
H  -1.684  3.181  3.831
H  -1.832  2.646  2.185
H  0.167  1.836  4.057

LUMO level, eV: 0.290
SMILES: CO.CO.CO.CO.CO.CO.CO
Kohn-Sham gap, eV: 9.714
HOMO level, eV: -9.424
Charge: 0
Energy above the lowest of the compared OMol25 structures with the same formula, charge and spin, kcal/mol: 81.69

***

Record 2
A structure of composition C2H5OPS. Source: OMol25; level of theory: ωB97M-V with the def2-TZVPD basis set.

Geometry (Å):
C  1.213  -0.699  -0.756
C  -0.148  0.588  0.913
O  -1.640  1.125  -0.234
P  -0.229  -1.256  0.478
S  1.440  0.919  0.203
H  1.871  -1.437  -0.601
H  1.183  -0.487  -1.845
H  -0.180  0.995  1.946
H  -2.245  1.572  0.370
H  -1.264  -1.321  -0.475

LUMO level, eV: 0.231
Kohn-Sham gap, eV: 9.401
HOMO level, eV: -9.170
Charge: 0
Energy above the lowest of the compared OMol25 structures with the same formula, charge and spin, kcal/mol: 76.25

***

Record 3
A structure of composition C26H19ClFN9O6S2Ta. Source: OMol25; level of theory: ωB97M-V with the def2-TZVPD basis set.

Geometry (Å):
Ta  -0.216  0.464  0.650
Cl  -1.418  -4.350  6.232
C  -1.343  -3.169  4.997
C  -2.523  -2.594  4.514
C  -2.508  -1.621  3.519
C  -1.284  -1.238  3.007
O  -1.206  -0.278  2.044
C  -0.083  -1.820  3.458
C  1.145  -1.455  2.846
O  1.258  -0.710  1.850
C  -0.119  -2.787  4.476
H  -3.468  -2.912  4.934
H  -3.428  -1.172  3.172
H  2.073  -1.861  3.263
H  0.794  -3.238  4.841
N  -1.153  2.362  2.036
N  -0.971  3.653  1.515
C  -0.675  3.821  0.217
N  -0.484  5.035  -0.253
S  -0.613  2.492  -0.855
H  -2.094  2.274  2.417
H  -0.494  2.254  2.806
H  -1.033  4.438  2.151
H  -0.606  5.868  0.306
H  -0.188  5.157  -1.212
S  -3.688  -3.900  -4.663
N  -2.195  -3.961  -4.069
C  -2.104  -3.006  -3.155
C  -0.929  -2.717  -2.362
C  0.274  -3.422  -2.448
C  1.315  -3.048  -1.623
C  1.153  -1.992  -0.740
N  0.003  -1.297  -0.630
C  -1.022  -1.665  -1.450
C  -2.237  -0.897  -1.308
N  -2.177  0.101  -0.401
C  -3.287  0.815  -0.186
C  -4.477  0.573  -0.855
C  -4.534  -0.425  -1.807
C  -3.389  -1.187  -2.046
C  -3.298  -2.269  -2.998
N  -4.274  -2.679  -3.796
H  0.371  -4.240  -3.150
H  2.264  -3.562  -1.654
H  1.967  -1.685  -0.107
H  -3.220  1.620  0.530
H  -5.341  1.184  -0.635
H  -5.442  -0.624  -2.362
F  6.462  0.038  -2.566
C  5.454  0.848  -2.304
C  5.049  1.083  -1.055
N  3.994  1.958  -0.813
C  3.430  2.158  0.488
C  2.080  1.518  0.598
O  1.236  1.821  1.494
O  1.653  0.639  -0.217
C  3.306  2.599  -1.830
O  2.336  3.297  -1.573
N  3.786  2.379  -3.084
C  4.810  1.492  -3.464
O  5.094  1.307  -4.610
H  5.539  0.648  -0.195
H  3.266  3.224  0.669
H  4.079  1.791  1.286
H  3.328  2.876  -3.839

LUMO level, eV: -10.178
Kohn-Sham gap, eV: 5.690
HOMO level, eV: -15.868
Charge: +3
Energy above the lowest of the compared OMol25 structures with the same formula, charge and spin, kcal/mol: 11.15

***

Record 4
A cluster of 15 separate species, C24H37Cl42NO4P in total. Source: OMol25; level of theory: ωB97M-V with the def2-TZVPD basis set.

Geometry (Å):
C  1.249  -0.174  3.187
C  1.818  1.115  2.487
O  2.840  1.746  3.271
P  2.683  3.407  3.392
O  3.443  3.801  4.654
C  0.899  3.957  3.690
C  0.124  4.428  2.401
N  -1.307  4.479  2.712
C  -1.852  3.139  2.626
C  -3.237  3.094  1.881
C  -3.923  1.677  2.004
O  -3.989  1.002  0.729
C  -2.674  0.679  0.281
O  3.430  4.256  2.157
C  3.001  3.883  0.844
C  4.167  3.356  -0.057
H  1.873  -0.474  4.050
H  1.278  -1.020  2.464
H  0.185  -0.029  3.453
H  2.315  0.738  1.559
H  1.002  1.779  2.143
H  0.970  4.831  4.371
H  0.313  3.190  4.230
H  0.414  5.467  2.144
H  0.229  3.732  1.528
H  -1.161  2.377  2.169
H  -2.057  2.777  3.680
H  -3.945  3.832  2.310
H  -3.138  3.330  0.801
H  -4.956  1.730  2.396
H  -3.345  1.030  2.708
H  -2.654  -0.362  -0.125
H  -2.384  1.370  -0.538
H  -1.944  0.693  1.113
H  2.643  4.816  0.350
H  2.154  3.175  0.802
H  3.734  3.229  -1.076
H  4.933  4.149  -0.125
H  4.554  2.370  0.255
C  -5.467  -1.427  -0.794
Cl  -7.056  -0.704  -1.072
Cl  -5.348  -2.051  0.851
Cl  -5.146  -2.700  -1.980
H  -4.717  -0.651  -0.914
C  -6.945  2.727  -3.562
Cl  -6.221  2.113  -5.055
Cl  -6.029  2.186  -2.155
Cl  -7.048  4.492  -3.602
H  -7.951  2.331  -3.486
C  -4.152  -2.975  -5.923
Cl  -4.640  -4.016  -4.581
Cl  -4.761  -1.332  -5.687
Cl  -2.394  -2.969  -6.096
H  -4.584  -3.370  -6.834
C  0.450  -4.568  -8.997
Cl  0.135  -6.270  -8.633
Cl  -1.058  -3.721  -9.355
Cl  1.293  -3.789  -7.655
H  1.085  -4.520  -9.874
C  -4.689  -2.416  5.048
Cl  -5.483  -3.121  3.636
Cl  -3.010  -2.960  5.153
Cl  -4.770  -0.653  4.991
H  -5.212  -2.753  5.935
C  0.212  8.650  2.768
Cl  -0.584  7.976  1.348
Cl  1.882  8.084  2.873
Cl  0.155  10.422  2.735
H  -0.319  8.308  3.649
C  2.943  -5.824  -4.182
Cl  2.191  -6.501  -5.630
Cl  4.624  -6.359  -4.044
Cl  2.854  -4.060  -4.201
H  2.401  -6.183  -3.316
C  -9.361  -1.812  2.021
Cl  -9.671  -3.502  2.444
Cl  -10.875  -0.976  1.654
Cl  -8.498  -0.991  3.324
H  -8.736  -1.792  1.134
C  7.559  -7.228  -6.063
Cl  7.517  -6.458  -7.651
Cl  7.756  -8.977  -6.221
Cl  8.854  -6.542  -5.074
H  6.616  -7.034  -5.566
C  -6.050  -7.231  3.933
Cl  -7.461  -6.195  3.690
Cl  -5.610  -8.043  2.425
Cl  -4.687  -6.295  4.553
H  -6.305  -7.989  4.664
C  8.921  -2.807  -7.327
Cl  7.507  -3.229  -6.357
Cl  8.429  -2.109  -8.875
Cl  9.973  -1.694  -6.446
H  9.478  -3.716  -7.526
C  0.527  12.644  5.682
Cl  1.633  11.741  6.721
Cl  -1.149  12.374  6.174
Cl  0.913  14.371  5.711
H  0.646  12.286  4.665
C  4.840  -2.287  3.530
Cl  4.619  -3.859  4.311
Cl  4.062  -2.268  1.942
Cl  4.217  -0.988  4.550
H  5.902  -2.126  3.388
C  9.639  -5.085  -1.645
Cl  10.741  -5.964  -0.579
Cl  7.958  -5.410  -1.209
Cl  9.972  -3.351  -1.595
H  9.799  -5.432  -2.659

LUMO level, eV: 1.163
Kohn-Sham gap, eV: 3.599
HOMO level, eV: -2.436
Charge: -1

***

Record 5
A cluster of 2 separate species, C22H34BClN3O6S in total. Source: OMol25; level of theory: ωB97M-V with the def2-TZVPD basis set.

Geometry (Å):
C  5.833  0.587  0.806
C  5.620  0.818  -0.771
N  4.309  1.504  -1.122
C  3.224  0.878  -0.333
C  2.815  -0.604  -0.704
C  3.452  -1.461  -1.894
O  4.297  -2.370  -1.691
O  3.080  -1.215  -3.270
C  1.677  -1.252  0.155
C  0.953  -0.467  1.330
C  -0.221  -1.261  2.071
C  -1.550  -1.416  1.125
C  -2.361  -0.052  0.940
C  -2.665  0.952  2.094
C  -3.422  2.318  1.935
C  -3.904  2.694  0.494
C  -3.645  1.669  -0.686
C  -2.888  0.307  -0.499
N  1.385  0.892  1.597
B  0.712  1.721  2.683
N  0.950  1.390  4.147
O  -0.123  2.861  2.424
C  2.452  1.591  0.848
C  2.883  3.116  1.140
C  3.851  3.268  2.446
C  5.091  4.256  2.025
Cl  2.996  4.164  3.846
H  6.933  0.235  0.938
H  5.741  1.595  1.342
H  5.181  -0.231  1.270
H  5.796  -0.160  -1.344
H  6.451  1.548  -1.124
H  4.126  1.187  -2.102
H  2.409  -0.493  -3.317
H  1.360  -2.320  -0.125
H  -0.473  -0.897  3.125
H  0.164  -2.352  2.200
H  -1.200  -1.820  0.092
H  -2.200  -2.274  1.565
H  -2.279  0.693  3.153
H  -3.566  2.992  2.856
H  -4.432  3.690  0.303
H  -4.036  1.990  -1.726
H  -2.715  -0.408  -1.388
H  0.542  0.474  4.392
H  1.962  1.296  4.342
H  -0.278  3.292  3.304
H  1.982  3.844  1.172
H  3.528  3.489  0.248
H  4.221  2.266  2.855
H  4.617  5.079  1.371
H  5.953  3.699  1.521
H  5.428  4.788  3.000
O  -4.147  -2.000  -3.009
S  -5.452  -2.615  -2.969
O  -6.090  -2.970  -1.727
O  -5.457  -3.905  -3.946
C  -4.474  -4.919  -3.742
C  -4.804  -5.783  -2.538
C  -6.578  -1.620  -3.906
H  -3.477  -4.478  -3.651
H  -4.470  -5.543  -4.640
H  -4.737  -5.209  -1.612
H  -4.110  -6.624  -2.464
H  -5.824  -6.168  -2.607
H  -6.123  -1.377  -4.866
H  -6.769  -0.708  -3.339
H  -7.507  -2.173  -4.043

LUMO level, eV: -4.680
Kohn-Sham gap, eV: 6.377
HOMO level, eV: -11.057
Charge: +1

***

Record 6
The molecule C4H8O. Source: OMol25; level of theory: ωB97M-V with the def2-TZVPD basis set.

Geometry (Å):
O  -0.039  -0.765  -1.585
C  -0.607  -1.505  -0.579
C  0.430  -0.753  0.084
C  0.125  0.393  1.004
C  0.161  1.461  -0.101
H  0.069  0.930  -1.054
H  -0.448  -2.569  -0.605
H  -1.620  -1.187  -0.307
H  1.482  -0.964  -0.033
H  -0.851  0.316  1.513
H  0.873  0.554  1.807
H  -0.696  2.110  -0.034
H  1.128  1.956  -0.102

LUMO level, eV: 1.134
SMILES: CC[C@H]1CO1
Kohn-Sham gap, eV: 10.602
HOMO level, eV: -9.467
Charge: 0
Energy above the lowest of the compared OMol25 structures with the same formula, charge and spin, kcal/mol: 71.44

***

Record 7
The molecule C7H14N2O4. Source: OMol25; level of theory: ωB97M-V with the def2-TZVPD basis set.

Geometry (Å):
C  2.163  -0.154  0.028
C  1.104  -0.912  -0.710
C  1.773  -0.013  1.472
C  -1.173  0.233  -1.001
C  -1.137  1.538  -0.233
C  -1.994  -0.902  -0.275
C  -1.686  -1.120  1.181
H  2.605  1.109  -1.596
H  3.083  1.726  -0.138
H  3.081  -0.748  -0.003
H  0.867  0.605  1.473
H  2.579  0.407  2.115
H  1.496  -1.001  1.835
H  0.129  -0.613  -2.395
H  -1.751  0.460  -1.897
H  -1.834  -1.831  -0.862
H  -3.443  0.409  -0.213
H  -1.966  -0.315  1.839
H  -2.105  -2.041  1.570
H  -0.632  -1.234  1.358
H  0.754  1.925  -0.655
N  2.382  1.166  -0.622
N  0.122  -0.223  -1.437
O  1.120  -2.125  -0.577
O  -2.137  1.951  0.301
O  -3.393  -0.564  -0.438
O  -0.008  2.267  -0.120

LUMO level, eV: 0.331
SMILES: C[C@H](N)C(=O)N[C@H](C(=O)O)[C@@H](C)O
Kohn-Sham gap, eV: 9.968
HOMO level, eV: -9.636
Charge: 0
Energy above the lowest of the compared OMol25 structures with the same formula, charge and spin, kcal/mol: 15.35

***

Record 8
A cluster of 2 separate species, C5H10O2 in total. Source: OMol25; level of theory: ωB97M-V with the def2-TZVPD basis set.

Geometry (Å):
C  -2.147  -0.601  -0.069
C  -0.776  -0.078  -0.490
O  -0.864  1.317  -0.457
C  0.395  -0.682  0.285
C  1.706  -0.373  0.182
C  2.260  0.714  -0.610
O  1.651  1.568  -1.243
H  -2.186  -1.695  -0.047
H  -2.438  -0.208  0.912
H  -2.892  -0.242  -0.787
H  -0.553  -0.439  -1.509
H  -0.033  1.661  -0.839
H  -0.387  0.320  1.892
H  0.147  -1.534  0.919
H  2.431  -0.943  0.759
H  0.325  0.482  1.739
H  3.362  0.734  -0.638

LUMO level, eV: -0.137
SMILES: C[C@@H](O)/C=C\C=O.[H][H]
Kohn-Sham gap, eV: 9.575
HOMO level, eV: -9.712
Charge: 0
Energy above the lowest of the compared OMol25 structures with the same formula, charge and spin, kcal/mol: 82.70

***

Record 9
A structure of composition C19H52N3O17SZn. Source: OMol25; level of theory: ωB97M-V with the def2-TZVPD basis set.

Geometry (Å):
C  2.310  -3.405  -0.228
N  3.103  -2.414  0.551
C  2.658  -2.461  2.007
C  4.593  -2.701  0.604
C  2.971  -0.981  0.074
C  2.999  -0.778  -1.432
O  4.068  -1.406  -2.164
H  1.231  -3.277  -0.135
H  2.494  -4.418  0.130
H  2.671  -3.281  -1.247
H  2.649  -3.506  2.313
H  1.615  -2.156  1.954
H  3.310  -1.820  2.588
H  4.760  -3.690  1.020
H  5.019  -1.879  1.169
H  4.947  -2.620  -0.423
H  3.614  -0.288  0.616
H  1.996  -0.717  0.466
H  3.007  0.298  -1.614
H  2.108  -1.122  -1.964
H  4.533  -0.699  -2.617
Zn  -1.823  -1.281  -1.571
S  -0.314  0.442  -0.268
O  -1.652  0.627  -0.870
O  0.675  1.297  -0.898
O  -0.424  0.691  1.190
O  -0.212  -1.001  -0.593
O  -1.559  -3.240  -2.024
C  -2.740  -3.723  -2.593
C  -3.812  -2.636  -3.002
O  -3.731  -1.393  -2.362
H  -3.160  -4.396  -1.825
H  -2.623  -4.374  -3.475
H  -4.812  -3.096  -2.955
H  -3.710  -2.403  -4.078
C  -1.488  -3.229  1.598
C  -2.780  -2.399  1.632
O  -2.870  -1.691  0.418
O  -1.548  -4.210  0.582
H  -1.185  -3.705  2.531
H  -0.682  -2.520  1.350
H  -2.833  -1.633  2.414
H  -3.654  -3.060  1.682
H  -3.677  -1.159  0.397
H  -1.588  -3.749  -0.289
C  -4.640  2.172  -0.237
C  -3.726  3.317  -0.690
O  -2.734  2.938  -1.664
O  -3.998  1.315  0.693
H  -5.115  1.610  -1.048
H  -5.480  2.600  0.323
H  -3.179  3.765  0.140
H  -4.435  3.919  -1.267
H  -2.364  2.050  -1.446
H  -3.141  1.031  0.345
C  1.437  0.146  4.106
C  0.168  -0.693  4.442
O  -1.017  0.015  4.154
O  1.736  0.309  2.711
H  2.283  -0.417  4.514
H  1.352  1.110  4.612
H  0.152  -1.083  5.458
H  0.178  -1.563  3.767
H  -0.993  0.339  3.247
H  0.888  0.498  2.228
C  3.194  3.655  -0.575
C  2.073  4.574  -1.046
O  1.304  4.050  -2.093
O  2.770  2.469  0.125
H  3.928  4.224  -0.006
H  3.642  3.222  -1.480
H  2.521  5.530  -1.325
H  1.403  4.802  -0.209
H  0.869  3.228  -1.851
H  1.910  2.100  -0.216
O  -0.727  -0.657  -3.392
C  -0.295  0.106  -4.259
N  0.402  1.181  -3.877
C  -0.482  -0.228  -5.721
H  0.520  1.239  -2.876
H  0.715  1.959  -4.431
H  -1.453  -0.697  -5.862
H  0.254  -0.989  -5.989
H  -0.340  0.624  -6.385
O  0.838  4.357  4.063
C  0.036  3.757  3.343
N  0.440  3.169  2.207
C  -1.398  3.585  3.759
H  -0.070  2.459  1.680
H  1.391  3.310  1.905
H  -1.969  4.450  3.410
H  -1.481  3.566  4.841
H  -1.822  2.743  3.214

LUMO level, eV: 1.738
Kohn-Sham gap, eV: 5.603
HOMO level, eV: -3.864
Charge: -1

***

Record 10
The molecule C18H30O2. Source: OMol25; level of theory: ωB97M-V with the def2-TZVPD basis set.

Geometry (Å):
C  4.537  1.233  5.920
H  5.554  1.093  6.280
H  3.930  0.397  6.260
H  4.138  2.146  6.358
C  4.514  1.317  4.393
C  3.119  1.542  3.899
C  2.364  0.717  3.190
C  2.719  -0.660  2.706
C  1.863  -1.657  3.433
C  0.718  -2.171  3.009
C  0.039  -1.872  1.702
C  -0.921  -0.732  1.888
C  -0.940  0.424  1.242
C  -0.039  0.881  0.139
H  0.763  0.165  -0.042
H  0.420  1.830  0.433
C  -0.821  1.095  -1.162
C  -1.388  -0.213  -1.707
C  -2.197  0.004  -2.983
C  -2.745  -1.308  -3.538
C  -3.686  -1.116  -4.726
C  -3.000  -0.473  -5.934
C  -2.934  1.028  -5.820
O  -3.788  1.738  -5.362
O  -1.798  1.519  -6.338
H  -1.793  2.488  -6.286
H  -1.993  -0.864  -6.080
H  -3.580  -0.682  -6.837
H  -4.525  -0.483  -4.432
H  -4.082  -2.090  -5.020
H  -3.293  -1.824  -2.745
H  -1.913  -1.951  -3.835
H  -3.027  0.683  -2.777
H  -1.557  0.480  -3.730
H  -2.023  -0.671  -0.946
H  -0.567  -0.905  -1.912
H  -1.639  1.795  -0.981
H  -0.159  1.543  -1.908
H  -1.705  1.146  1.505
H  -1.656  -0.905  2.665
H  0.769  -1.642  0.928
H  -0.526  -2.754  1.386
H  0.179  -2.847  3.660
H  2.226  -1.927  4.416
H  3.770  -0.883  2.888
H  2.536  -0.710  1.631
H  1.357  1.016  2.931
H  2.701  2.499  4.191
H  5.142  2.155  4.074
H  4.938  0.404  3.976

LUMO level, eV: 0.787
SMILES: CC/C=C\C/C=C\C/C=C\CCCCCCCC(=O)O
Kohn-Sham gap, eV: 9.701
HOMO level, eV: -8.914
Charge: 0
Energy above the lowest of the compared OMol25 structures with the same formula, charge and spin, kcal/mol: 5.48